1.
Here is a 6-piece molecular cluster, C3H18N2O6 overall from the OMol25 dataset. Energies are from ωB97M-V with the def2-TZVPD basis set.

Results
Expectation value of S² = 0.76
DFT total energy = -685.65898 Ha
HOMO energy (spin up / spin down) = -14.200 / -14.137 eV
HOMO-LUMO gap (spin up / spin down) = 10.741 / 4.778 eV
Spin multiplicity = 2
Net charge = +1
E_LUMO (spin up / spin down) = -3.46 / -9.36 eV

The geometry in XYZ format:
```
29
Properties=species:S:1:pos:R:3:forces:R:3
H 2.782783 -1.094370 -1.461253 0.68 0.48 0.69
H -2.510454 -1.744433 1.692796 1.99 1.16 1.09
H -1.698107 2.489359 0.884830 0.91 -1.17 0.03
H -1.633444 0.168069 -0.263550 -1.10 -1.73 -0.50
O -3.163367 -2.310591 1.395732 -3.63 1.07 -0.50
O 3.283906 -0.645395 -0.738123 -1.35 -0.87 0.20
C -0.889885 1.761932 0.480876 1.59 1.85 1.47
H 0.955021 -0.861254 3.007758 -1.48 1.60 -2.19
O -0.977457 -3.891198 1.025306 1.39 2.95 -0.04
H -0.758137 -4.254970 0.176227 0.02 -0.89 -0.69
H 3.152057 1.750692 -0.783346 -1.67 -0.09 0.45
C -0.223951 -0.490750 1.206937 0.81 0.78 3.68
O 0.100452 -1.445064 0.596575 0.09 -0.76 -2.03
H 0.020696 0.665259 2.972521 0.64 -1.48 -1.15
H -2.801450 -3.128377 1.162321 1.41 -1.99 -0.43
O 2.236088 2.030563 -0.480637 1.76 -0.46 -0.43
N -1.315255 0.379033 0.663495 2.84 2.21 -0.43
H 0.142538 1.898399 1.017539 -2.23 0.02 -0.44
C -0.669890 2.298443 -0.965970 -0.62 -0.59 -1.14
H 0.288499 0.361303 -4.391444 -0.31 -2.58 1.85
O 0.178147 -0.377040 -3.653302 0.26 4.34 -0.23
N 0.406694 -0.137208 2.393442 -1.24 0.47 1.27
H -0.693276 3.415234 -1.017326 -0.56 -0.96 0.33
H -1.429029 1.832656 -1.678729 0.89 0.86 0.71
H -0.526246 -2.959968 0.889955 -1.40 -2.98 0.65
H 2.799889 -0.933424 0.075362 0.73 0.35 -1.01
H 0.151268 0.269158 -2.863429 0.12 -1.73 -1.58
H 2.422620 2.871559 -0.066915 -0.01 0.55 0.19
H 0.369292 2.082383 -1.277647 -0.54 -0.41 0.17
```
Forces are in eV/Å.



2.
Here is a 5-piece molecular cluster, C3H18NO4 overall from the OMol25 dataset. Energies are from ωB97M-V with the def2-TZVPD basis set.

Results
DFT total energy = -480.59087 Ha
HOMO energy = -14.812 eV
HOMO-LUMO gap = 11.969 eV
Net charge = +1
E_LUMO = -2.84 eV

The geometry in XYZ format:
```
26
Properties=species:S:1:pos:R:3:forces:R:3
O -0.253325 -1.409728 2.154838 -0.35 -0.73 1.22
O -1.179272 -2.802236 0.036620 -0.01 -0.12 -0.19
C 1.026150 2.360828 0.466369 1.02 1.90 0.70
H 1.606887 2.500438 -0.447938 -0.06 -0.84 -0.13
H -0.743252 -3.515709 -0.441774 -0.07 0.00 -0.13
H -1.080704 -1.549251 2.638250 -0.20 0.74 -0.10
H 0.129720 -2.275250 2.362073 0.62 0.22 -0.48
H -0.556659 1.446046 1.478100 -0.10 -0.26 -0.02
H 0.141509 0.027299 -1.004225 -0.09 -0.39 -0.43
H 0.877268 3.420758 0.721582 -1.01 -0.19 -0.16
H 3.449620 -1.560971 -0.234780 0.34 0.12 0.26
H 3.469495 -0.065845 0.291867 0.51 -0.35 0.05
H -2.028304 -1.698769 -2.353138 0.04 -0.01 -0.03
C -1.319176 2.005525 -0.448414 -0.86 0.31 -0.70
H -1.082169 1.875999 -1.508216 0.29 0.19 0.04
H -1.223463 -1.144620 -3.547194 -0.09 -0.06 -0.01
H 1.108892 -0.067714 0.363205 0.37 0.10 -0.84
O 3.058444 -0.688293 -0.313657 -0.86 0.33 -0.18
O -1.171040 -1.340597 -2.606385 0.20 0.21 0.16
H -0.297488 -0.643598 0.519921 -0.75 0.15 -0.60
C -0.211678 1.514160 0.447398 -0.45 -0.02 -0.09
H 1.660583 2.152455 1.336109 0.26 -0.80 -0.43
H -1.693833 -3.239148 0.721787 -0.07 -0.08 -0.08
N 0.168056 0.124641 0.000285 0.66 -0.13 1.69
H -2.293456 1.521284 -0.347531 0.26 -0.46 0.41
H -1.562816 3.052290 -0.285141 0.39 0.16 0.07
```
Forces are in eV/Å.



3.
Here is a 5-piece molecular cluster, C3H18NO4S2 overall from the OMol25 dataset. Energies are from ωB97M-V with the def2-TZVPD basis set.

Results
DFT total energy = -1276.89025 Ha
HOMO energy = -12.149 eV
HOMO-LUMO gap = 9.364 eV
Net charge = +1
E_LUMO = -2.78 eV

The geometry in XYZ format:
```
28
Properties=species:S:1:pos:R:3:forces:R:3
S 0.112444 1.587675 -2.508654 -0.10 1.01 0.89
H -0.977082 1.169732 3.410401 -2.07 1.43 -0.40
H -1.806599 0.533159 0.510608 -0.61 1.24 -0.56
H -0.246423 -2.798138 1.281718 -0.17 -0.29 1.59
O 0.742827 -0.959955 2.902843 1.67 0.57 -3.12
S 1.028717 -0.175652 -2.128533 0.08 -0.70 1.74
O -1.769707 1.662485 2.994752 2.07 -1.33 0.40
C -0.807022 -1.185902 -0.013522 -0.81 0.05 -1.91
H 0.830042 -1.214396 3.792551 0.36 -0.57 1.83
C 0.583130 -0.603825 -0.309336 -0.28 -0.07 -0.90
H -1.462852 -1.262468 -0.926976 0.62 1.07 0.68
O 3.624651 -1.432330 0.894190 -0.70 11.64 0.86
N -1.521676 -0.299464 0.986874 0.50 -0.81 -0.14
H 4.274016 -0.783461 0.457497 -1.30 -2.56 0.86
H -1.416349 2.389534 -0.633552 -3.53 -0.78 0.49
H -2.435667 -0.787134 1.208433 1.57 0.89 0.91
H 3.689833 -2.266886 0.811040 1.86 -9.12 -1.59
H -2.421989 1.821102 3.682942 0.17 -0.07 0.25
H 0.630938 0.323428 0.270220 0.85 -0.08 -0.18
O -2.445250 2.211131 -0.409017 4.97 -2.14 -0.64
H 1.334747 -1.372120 -0.019816 -0.21 1.03 -0.11
H 1.668377 -1.043926 2.473941 -1.97 0.21 1.13
H -1.629667 -3.134779 0.146900 -2.12 -1.10 0.40
H 0.733019 2.443119 -1.585375 -0.10 -0.78 -0.95
H -0.822290 0.071569 1.720631 -1.90 -1.58 -0.50
H -0.007637 -3.104821 -0.361047 -1.45 0.95 1.06
C -0.776214 -2.610310 0.390216 4.07 -0.81 -2.23
H -2.760788 3.069954 -0.419512 -1.45 2.73 0.16
```
Forces are in eV/Å.



4.
Here is a 6-piece molecular cluster, C3H18O5 overall from the OMol25 dataset. Energies are from ωB97M-V with the def2-TZVPD basis set.

Results
SMILES = CCC.O.O.O.O.O
DFT total energy = -501.20755 Ha
HOMO energy = -10.401 eV
HOMO-LUMO gap = 10.573 eV
Net charge = 0
E_LUMO = 0.17 eV

The geometry in XYZ format:
```
26
Properties=species:S:1:pos:R:3:forces:R:3
H 1.397711 1.537826 -1.913090 0.34 -0.66 0.47
H 0.081752 0.459163 -1.631423 0.35 0.58 1.48
H -2.002140 -2.331974 -3.359258 -0.53 -0.43 -0.05
H 1.949139 1.592590 2.211617 -1.97 -0.81 0.73
H 0.304680 -1.518314 -0.274164 0.50 0.00 0.46
H -2.176713 -1.396861 0.248694 -1.98 2.66 -0.08
O -2.923107 -0.689800 -0.015166 2.26 -4.96 -1.18
H 1.759879 -2.473466 -0.288515 0.56 -2.67 -0.06
H 1.782630 -1.190153 0.895851 -1.05 -0.17 -2.28
C 1.407586 -1.515586 -0.176167 0.68 1.64 1.88
H 2.273814 2.913272 1.363655 0.28 -1.89 1.15
O 2.625137 2.086096 1.811548 1.59 2.61 -1.86
O -1.642131 -1.750167 -2.691997 -1.78 -0.89 0.93
H -0.583026 0.470632 2.070919 0.74 0.27 0.27
H 1.904427 -1.264038 -2.296254 -1.13 0.24 0.19
O -1.901678 1.649804 0.926654 0.90 -0.42 3.76
H 2.992556 -0.309442 -1.492065 -0.95 -1.12 1.57
H -0.018800 -0.764992 2.854607 0.78 2.67 -0.59
H -2.359989 0.814227 0.961009 -0.56 -0.04 -0.98
C 1.928675 -0.719422 -1.337695 0.86 4.30 -0.90
H -0.908902 -1.426135 -3.145549 2.25 1.26 -0.81
H -3.113932 -1.273969 -0.831015 -0.26 1.99 1.17
C 1.084617 0.735273 -1.203039 0.10 -3.09 -6.15
O 0.202093 0.210366 2.603586 -1.36 -2.64 0.31
H 1.235761 1.054126 -0.260191 -0.28 0.91 3.27
H -1.926635 2.055536 0.109575 -0.33 0.65 -2.71
```
Forces are in eV/Å.